1.
{"formula": "C31H38LaN3O4S2", "method": "the ωB97M-V functional and the def2-TZVPD basis", "symbols": ["La", "C", "C", "C", "C", "C", "C", "C", "C", "C", "C", "H", "H", "H", "H", "H", "H", "H", "H", "H", "H", "H", "H", "H", "H", "H", "C", "O", "C", "C", "O", "C", "H", "H", "H", "H", "H", "H", "H", "H", "H", "H", "N", "C", "C", "C", "C", "C", "C", "S", "O", "O", "N", "C", "S", "C", "C", "N", "H", "H", "H", "H", "H", "H", "H", "H", "C", "C", "C", "C", "C", "C", "C", "C", "H", "H", "H", "H", "H"], "positions_angstrom": [[-0.60776, 0.23353, 0.62651], [-3.05710, 1.27170, 2.46287], [-4.22092, 1.17757, 1.69629], [-4.32222, -0.15542, 1.21659], [-3.23465, -0.88378, 1.71667], [-2.42544, -0.00244, 2.48577], [-1.69005, -0.49452, 3.71643], [-3.01466, -2.36608, 1.59316], [-5.46282, -0.69328, 0.40150], [-5.24786, 2.25558, 1.50752], [-2.60994, 2.47373, 3.24960], [-2.41890, -0.72225, 4.50116], [-1.00507, 0.25274, 4.12511], [-1.10703, -1.40479, 3.55105], [-3.49308, -2.92546, 2.40518], [-1.95690, -2.64645, 1.62669], [-3.40533, -2.76682, 0.65488], [-6.37355, -0.81098, 0.99733], [-5.23677, -1.67444, -0.02268], [-5.73516, -0.03406, -0.43268], [-5.99220, 2.26454, 2.31071], [-5.80882, 2.13214, 0.57614], [-4.80481, 3.25571, 1.49154], [-3.09058, 2.53337, 4.23348], [-2.84136, 3.41569, 2.74217], [-1.53406, 2.45785, 3.43763], [-3.26868, 2.53988, -1.00494], [-2.17084, 1.67030, -1.24416], [-2.35054, 0.87787, -2.41522], [-2.89285, -0.46185, -2.02100], [-1.89166, -1.21120, -1.31886], [-1.07154, -1.97277, -2.21241], [-3.31769, 3.27880, -1.80935], [-3.11842, 3.03484, -0.05095], [-4.20387, 1.98019, -0.95016], [-1.37095, 0.79043, -2.88558], [-3.02877, 1.38402, -3.10939], [-3.22529, -1.03320, -2.89221], [-3.72641, -0.35146, -1.33333], [-1.70925, -2.64369, -2.79183], [-0.37005, -2.55343, -1.62301], [-0.51692, -1.30783, -2.87915], [6.84847, -1.52606, -1.12116], [5.61538, -1.64875, -0.51172], [4.44888, -1.50227, -1.26780], [3.21031, -1.62128, -0.67439], [3.12052, -1.90865, 0.68724], [4.27856, -2.09538, 1.44407], [5.51609, -1.96211, 0.84818], [1.58913, -1.99763, 1.48345], [0.53318, -2.19148, 0.46320], [1.71837, -2.95186, 2.53996], [1.15439, -0.56250, 1.97146], [1.67375, 0.42661, 2.76825], [3.04177, 0.40652, 3.79789], [2.71400, 2.03790, 4.23413], [1.62189, 2.48238, 3.57383], [1.01511, 1.56290, 2.74498], [6.87531, -1.04088, -2.00181], [7.64919, -1.36957, -0.53535], [4.51856, -1.27843, -2.32694], [2.31657, -1.47700, -1.26420], [4.20937, -2.36228, 2.49102], [6.41740, -2.11226, 1.43153], [3.33424, 2.57254, 4.93534], [1.20466, 3.47503, 3.66603], [0.79921, 0.92748, -1.35706], [1.58250, 0.82339, -2.29559], [2.61126, 0.67262, -3.29275], [2.46429, -0.24557, -4.33661], [3.48702, -0.45753, -5.25020], [4.67886, 0.24930, -5.13880], [4.83019, 1.17613, -4.11202], [3.80769, 1.38921, -3.19849], [1.53974, -0.80475, -4.41457], [3.35029, -1.17746, -6.04738], [5.47780, 0.08685, -5.85157], [5.74952, 1.74184, -4.02116], [3.92727, 2.09879, -2.39008]], "lowdin_charge": [2.09, -0.29, -0.25, -0.24, -0.31, -0.48, -0.06, -0.05, -0.06, -0.06, -0.05, 0.09, 0.06, 0.07, 0.09, 0.06, 0.07, 0.08, 0.07, 0.06, 0.08, 0.06, 0.07, 0.08, 0.07, 0.05, -0.07, -0.30, -0.19, -0.17, -0.30, -0.07, 0.10, 0.08, 0.08, 0.11, 0.14, 0.14, 0.10, 0.10, 0.07, 0.07, 0.11, -0.31, -0.01, -0.04, -0.30, -0.07, -0.02, 0.57, -0.43, -0.27, -0.36, -0.74, 1.07, -0.40, -0.24, -0.02, 0.09, 0.09, 0.10, 0.09, 0.11, 0.11, 0.06, 0.11, -0.18, -0.19, -0.28, -0.05, -0.09, -0.10, -0.10, -0.05, 0.10, 0.10, 0.10, 0.10, 0.12], "total_energy_ha": -2497.239326, "lumo_ev": 0.424, "relative_energy_kj_mol": 123.7, "gap_ev": 7.14}


2.
{"formula": "C8H17N4O", "method": "the ωB97M-V functional and the def2-TZVPD basis", "symbols": ["C", "C", "C", "C", "C", "C", "C", "C", "N", "N", "N", "N", "O", "H", "H", "H", "H", "H", "H", "H", "H", "H", "H", "H", "H", "H", "H", "H", "H", "H"], "positions_angstrom": [[-0.82390, -0.13513, 0.09735], [1.50684, 0.78679, -0.08845], [4.66724, -1.17309, -0.27958], [5.20540, -2.35765, 0.13943], [-3.22392, -0.19375, -1.61129], [-4.68393, -0.46947, 0.51662], [-2.17313, 0.25900, 0.61161], [-3.27316, -0.54020, -0.10514], [2.44261, 2.79832, 0.69274], [2.46000, 1.58657, 0.01975], [4.35889, -0.07433, -0.42702], [0.20722, 0.92126, 0.42800], [-0.41750, -1.06377, -0.50099], [1.77726, -0.19406, -0.42231], [4.41349, -2.79928, 0.62859], [6.09962, -2.09672, 0.71926], [5.66312, -3.00327, -0.61676], [-3.86439, -0.82448, -2.08476], [-2.30451, -0.26685, -1.96932], [-3.46300, 0.83113, -1.79461], [-5.28217, -0.97215, -0.11897], [-4.69806, -0.92794, 1.42124], [-5.00893, 0.53855, 0.61936], [-2.37788, 1.28415, 0.32408], [-2.05501, 0.24983, 1.67135], [-3.06018, -1.57455, -0.03483], [1.58726, 3.15284, 0.99021], [3.02778, 3.52031, 0.25714], [3.32534, 1.09085, -0.25427], [-0.03240, 1.64709, 1.17156]], "lowdin_charge": [-0.40, -0.22, -0.20, -0.03, -0.02, -0.03, -0.09, -0.36, 0.23, 0.00, 0.19, 0.13, 0.16, 0.11, 0.08, 0.13, 0.12, 0.06, 0.02, 0.09, 0.05, 0.05, 0.08, 0.13, 0.12, 0.12, 0.09, 0.16, 0.04, 0.17], "total_charge": 1, "total_energy_ha": -608.820601, "lumo_ev": [-2.884, -7.030], "relative_energy_kj_mol": 0.0, "gap_ev": [6.35, 6.76], "multiplicity": 3}


3.
{"formula": "C3H7NO", "method": "the ωB97M-V functional and the def2-TZVPD basis", "symbols": ["C", "C", "C", "O", "N", "H", "H", "H", "H", "H", "H", "H"], "positions_angstrom": [[-1.34741, 0.21527, -0.48751], [-0.05591, -0.60312, 0.95076], [0.93400, 0.30955, 0.36972], [1.37032, 1.32920, 0.87710], [1.09684, 0.05509, -0.98538], [-2.13060, -0.38799, -0.10130], [-1.35018, 1.27679, -0.24048], [-1.29982, 0.13118, -1.61890], [-0.11474, -1.61992, 0.57384], [-0.10859, -0.58427, 2.07386], [1.34594, -0.88387, -1.24414], [1.60845, 0.79970, -1.40576]], "lowdin_charge": [0.05, 0.03, -0.67, 0.04, 0.07, 0.00, 0.05, 0.07, 0.07, 0.10, 0.10, 0.10], "total_energy_ha": -248.402476, "lumo_ev": 0.482, "relative_energy_kj_mol": 325.6, "gap_ev": 9.58}


4.
{"formula": "C42H37F15GeIrN3OSTe", "method": "the ωB97M-V functional and the def2-TZVPD basis", "symbols": ["Ir", "N", "C", "C", "C", "C", "N", "H", "H", "H", "H", "H", "H", "H", "H", "H", "H", "H", "H", "C", "C", "O", "N", "Te", "C", "C", "C", "C", "C", "C", "C", "C", "C", "C", "C", "C", "C", "C", "C", "C", "C", "C", "H", "H", "H", "H", "H", "H", "H", "H", "H", "H", "H", "H", "H", "H", "H", "H", "H", "H", "H", "H", "H", "H", "H", "H", "H", "F", "C", "C", "C", "F", "C", "F", "C", "F", "C", "F", "Ge", "S", "C", "C", "F", "C", "F", "C", "F", "C", "F", "C", "F", "C", "C", "F", "C", "F", "C", "F", "C", "F", "C", "F"], "positions_angstrom": [[-1.31923, 0.88157, 0.83869], [0.38884, -0.11406, -0.44131], [1.75592, -0.33906, 0.11055], [2.04032, 0.53892, 1.33407], [1.88320, -0.20947, 2.66287], [0.51974, -0.84633, 2.89450], [-0.59205, 0.13418, 2.86578], [0.01556, -0.95985, -0.85409], [0.40864, 0.58719, -1.17175], [2.50800, -0.16370, -0.65815], [1.82099, -1.39266, 0.38237], [1.35477, 1.38801, 1.31323], [3.04810, 0.95364, 1.27787], [2.10270, 0.47847, 3.48664], [2.62525, -1.00973, 2.71827], [0.53860, -1.36174, 3.85400], [0.30661, -1.59473, 2.12897], [-0.35535, 0.96218, 3.40453], [-1.41745, -0.26786, 3.30213], [-0.16305, 5.05527, 0.86877], [-0.46896, 3.58577, 0.78857], [-0.60865, 2.91585, 1.83427], [-0.64980, 2.87292, -0.34592], [-0.32151, 3.65593, -2.24301], [0.40113, 4.63039, -4.16372], [-0.53747, 4.92522, -5.15042], [-2.02378, 4.66553, -5.03022], [-0.03886, 5.50237, -6.31876], [1.30926, 5.79778, -6.48620], [1.81485, 6.43833, -7.75484], [2.18763, 5.51588, -5.44361], [1.75804, 4.94167, -4.25330], [2.76702, 4.67423, -3.15632], [-1.23172, 2.01076, -3.15694], [-0.45346, 1.19535, -3.99588], [1.03117, 1.39506, -4.23619], [-1.08264, 0.14041, -4.64281], [-2.43729, -0.11783, -4.48053], [-3.09210, -1.28438, -5.17279], [-3.17281, 0.70956, -3.63695], [-2.60333, 1.77441, -2.95349], [-3.48559, 2.56450, -2.01388], [0.17203, 5.30272, 1.87084], [-1.07056, 5.62430, 0.65669], [0.60038, 5.34725, 0.14768], [-2.40401, 4.93471, -4.04249], [-2.25767, 3.61294, -5.20685], [-2.57217, 5.25818, -5.76112], [-0.74094, 5.74390, -7.11189], [0.99757, 6.66955, -8.43632], [2.51137, 5.77529, -8.27228], [2.34908, 7.36397, -7.53473], [3.24143, 5.75884, -5.55096], [3.63715, 5.31816, -3.27245], [3.11946, 3.63991, -3.18610], [2.35576, 4.85881, -2.16477], [1.52549, 1.91103, -3.41226], [1.20649, 1.97937, -5.14400], [1.52796, 0.43200, -4.36292], [-0.49179, -0.50144, -5.29182], [-2.58625, -1.53107, -6.10675], [-4.13846, -1.07408, -5.38998], [-3.05658, -2.16937, -4.53112], [-4.23324, 0.52458, -3.50416], [-4.53186, 2.46345, -2.29908], [-3.24464, 3.62750, -1.98493], [-3.36721, 2.18004, -0.99622], [-5.16010, -3.30389, -0.37515], [-5.79478, -2.50705, -1.24389], [-5.85064, -1.13950, -1.02250], [-6.48073, -0.37771, -1.98973], [-6.53231, 0.96287, -1.89662], [-7.05930, -0.94036, -3.10657], [-7.63994, -0.18077, -4.03180], [-7.00849, -2.30749, -3.27544], [-7.55510, -2.85882, -4.34756], [-6.37294, -3.10174, -2.34259], [-6.31644, -4.41718, -2.52428], [-4.88156, -0.41336, 0.51371], [-2.81449, -0.61890, -0.17371], [-5.63818, 1.35069, 1.00362], [-7.02359, 1.46695, 1.00893], [-7.79084, 0.40330, 0.73129], [-7.67750, 2.64416, 1.29622], [-9.00472, 2.71264, 1.28640], [-6.93475, 3.76637, 1.59715], [-7.54267, 4.90891, 1.87166], [-5.55869, 3.69324, 1.62388], [-4.83978, 4.77598, 1.91751], [-4.93945, 2.49280, 1.35224], [-3.59873, 2.49933, 1.45924], [-5.33425, -1.42939, 2.13691], [-6.42768, -2.27002, 2.28497], [-7.24717, -2.53389, 1.26324], [-6.72777, -2.87481, 3.48949], [-7.78357, -3.67322, 3.60650], [-5.92229, -2.65012, 4.58517], [-6.20010, -3.23368, 5.74038], [-4.82835, -1.81530, 4.47998], [-4.05046, -1.59624, 5.53782], [-4.56622, -1.21866, 3.26770], [-3.51086, -0.37258, 3.21611]], "lowdin_charge": [0.95, -0.07, -0.22, -0.20, -0.19, -0.24, -0.08, 0.06, 0.04, 0.11, 0.12, 0.07, 0.11, 0.12, 0.12, 0.12, 0.11, 0.09, 0.07, -0.02, -0.70, -0.10, -0.31, 1.82, -0.29, -0.28, -0.04, 0.00, -0.24, -0.04, 0.00, -0.31, -0.07, -0.38, -0.29, -0.06, 0.00, -0.23, -0.03, -0.01, -0.31, -0.07, 0.09, 0.10, 0.06, 0.06, 0.08, 0.09, 0.12, 0.08, 0.09, 0.09, 0.13, 0.09, 0.08, 0.04, 0.03, 0.10, 0.09, 0.13, 0.08, 0.08, 0.09, 0.12, 0.08, 0.06, 0.02, 0.10, -0.24, -0.16, -0.23, 0.09, -0.15, 0.14, -0.13, 0.15, -0.14, 0.14, 0.72, 0.23, -0.11, -0.22, 0.11, -0.14, 0.15, -0.13, 0.16, -0.14, 0.13, -0.23, 0.03, -0.12, -0.21, 0.11, -0.13, 0.15, -0.13, 0.16, -0.14, 0.13, -0.21, 0.04], "total_charge": 1, "total_energy_ha": -6207.223144, "lumo_ev": [-2.031, -5.398], "relative_energy_kj_mol": 91.1, "gap_ev": [8.17, 5.43], "multiplicity": 6}


5.
{"formula": "C4H6N4O3S", "method": "the ωB97M-V functional and the def2-TZVPD basis", "symbols": ["C", "C", "C", "C", "N", "N", "N", "N", "O", "O", "O", "S", "H", "H", "H", "H", "H", "H"], "positions_angstrom": [[-1.63209, -1.46314, 0.73112], [2.39352, 0.99582, 0.35542], [-2.67701, -0.57067, 0.66785], [1.74517, 1.59247, 1.48254], [-1.97342, -1.08137, -1.28467], [0.13784, 0.83116, 0.08679], [-1.23585, -1.76113, -0.55880], [1.42409, 0.42215, -0.43365], [1.34080, -0.66763, -2.63376], [-2.88685, -0.30991, -0.62947], [0.38097, 1.36566, 1.37722], [1.53878, -1.11556, -1.10364], [-1.05801, -1.84476, 1.52950], [3.42188, 0.81233, 0.30550], [-3.15739, -0.03118, 1.33833], [2.05411, 2.00823, 2.39437], [0.52222, -0.76556, -3.06286], [-0.33878, 1.58308, -0.56179]], "lowdin_charge": [-0.11, -0.12, -0.09, -0.07, -0.02, -0.05, -0.02, -0.44, -0.42, 0.00, -0.11, 0.92, 0.09, 0.08, 0.08, 0.09, 0.01, 0.18], "smiles": "OSN1C=CON1.c1conn1", "total_energy_ha": -998.689602, "lumo_ev": 0.795, "relative_energy_kj_mol": 817.0, "gap_ev": 8.29}


6.
{"formula": "H12LiO6", "method": "the ωB97M-V functional and the def2-TZVPD basis", "symbols": ["Li", "O", "H", "H", "O", "H", "H", "O", "H", "H", "O", "H", "H", "O", "H", "H", "O", "H", "H"], "positions_angstrom": [[-0.01316, -0.12621, 0.14463], [-1.34616, 1.53179, -0.25237], [-1.93316, 1.94579, -0.95437], [-1.06216, 2.29579, 0.23963], [-0.14416, 0.20779, 2.31563], [-0.11316, -0.52521, 2.89463], [-0.71516, 0.83779, 2.80963], [1.58584, 1.21779, -0.19637], [2.34384, 1.59079, 0.27363], [1.94084, 1.02879, -1.05837], [1.34684, -1.61021, 0.13463], [1.71684, -2.02021, -0.67237], [2.08584, -1.31121, 0.65963], [-1.65316, -1.30221, 0.35463], [-2.20016, -0.82821, -0.31637], [-2.09316, -1.21321, 1.21363], [-0.00116, -0.22721, -2.38137], [-0.55516, -0.97021, -2.46937], [0.80984, -0.52221, -2.73937]], "lowdin_charge": [0.69, -0.10, 0.11, 0.04, -0.06, 0.04, 0.09, -0.07, 0.08, 0.04, -0.09, 0.08, 0.05, -0.11, 0.07, 0.06, -0.01, 0.03, 0.03], "total_charge": 1, "total_energy_ha": -466.043978, "lumo_ev": -3.264, "relative_energy_kj_mol": 45.1, "gap_ev": 12.12}


Repeat the sixth record exactly.
{"formula": "H12LiO6", "method": "the ωB97M-V functional and the def2-TZVPD basis", "symbols": ["Li", "O", "H", "H", "O", "H", "H", "O", "H", "H", "O", "H", "H", "O", "H", "H", "O", "H", "H"], "positions_angstrom": [[-0.01316, -0.12621, 0.14463], [-1.34616, 1.53179, -0.25237], [-1.93316, 1.94579, -0.95437], [-1.06216, 2.29579, 0.23963], [-0.14416, 0.20779, 2.31563], [-0.11316, -0.52521, 2.89463], [-0.71516, 0.83779, 2.80963], [1.58584, 1.21779, -0.19637], [2.34384, 1.59079, 0.27363], [1.94084, 1.02879, -1.05837], [1.34684, -1.61021, 0.13463], [1.71684, -2.02021, -0.67237], [2.08584, -1.31121, 0.65963], [-1.65316, -1.30221, 0.35463], [-2.20016, -0.82821, -0.31637], [-2.09316, -1.21321, 1.21363], [-0.00116, -0.22721, -2.38137], [-0.55516, -0.97021, -2.46937], [0.80984, -0.52221, -2.73937]], "lowdin_charge": [0.69, -0.10, 0.11, 0.04, -0.06, 0.04, 0.09, -0.07, 0.08, 0.04, -0.09, 0.08, 0.05, -0.11, 0.07, 0.06, -0.01, 0.03, 0.03], "total_charge": 1, "total_energy_ha": -466.043978, "lumo_ev": -3.264, "relative_energy_kj_mol": 45.1, "gap_ev": 12.12}